(1)
74
Properties=species:S:1:pos:R:3:forces:R:3:mulliken_charge:R:1 method="wB97M-V/def2-TZVPD" total_charge=+1 multiplicity=1 homo_ev="-7.421 / -6.710" relative_energy_kcal_mol=0.0
La -0.455 1.512 -1.457 0.1973 -4.0158 -1.5511 0.4142
C 0.539 3.371 0.006 0.0507 0.9639 -0.7269 0.9785
C 1.447 3.076 -1.065 -0.4462 1.2604 -0.2253 -0.0643
C -0.486 3.970 -1.997 1.1024 0.5991 0.5243 0.6711
C -0.641 3.942 -0.576 1.2846 0.6622 -0.2707 0.2563
C 0.817 3.458 -2.303 0.1782 1.0690 0.9123 0.5289
C 0.809 3.272 1.475 0.2193 -0.0340 0.3692 -1.3847
H 1.367 2.362 1.732 -0.1312 0.2014 -0.0559 0.0602
H -0.121 3.269 2.055 0.1731 -0.0806 -0.1437 0.4350
H 1.409 4.124 1.839 -0.1730 -0.1813 -0.1922 0.3137
C -1.748 4.613 0.146 -0.5758 0.0835 0.2413 -1.2796
H -1.502 4.795 1.199 -0.0520 -0.0430 -0.2460 0.4065
H -2.670 4.026 0.118 0.1581 0.2519 0.0205 0.0865
H -1.971 5.586 -0.318 0.0767 -0.2367 0.1682 0.3592
C -1.476 4.542 -2.951 -0.1883 0.2009 -0.1147 -1.3942
H -1.765 5.539 -2.595 -0.0954 -0.1276 -0.1787 0.3281
H -2.390 3.937 -3.032 0.1473 0.1842 0.0103 0.2136
H -1.050 4.653 -3.952 -0.1163 -0.0365 0.1324 0.3982
C 1.340 3.195 -3.675 0.2159 0.1576 -0.1821 -1.3435
H 0.964 3.968 -4.365 0.2055 -0.3896 0.1356 0.3959
H 1.037 2.209 -4.095 0.1099 0.2696 0.1397 0.2170
H 2.438 3.239 -3.664 -0.3086 -0.0888 -0.1779 0.3253
C 2.714 2.301 -0.951 0.3531 0.1074 -0.0154 -1.2528
H 3.437 2.634 -1.707 -0.0688 -0.1245 0.1824 0.4789
H 2.563 1.212 -1.108 0.0677 0.1710 0.0848 0.0434
H 3.159 2.446 0.041 -0.0422 -0.1758 -0.2437 0.3394
C -1.014 -0.625 3.288 0.3001 0.0676 0.5183 -0.8887
C 0.116 0.086 3.319 -0.4482 -0.3036 0.9053 -0.3570
C 1.363 -0.300 2.590 1.0007 0.5292 -0.1363 0.0957
C 1.744 -1.800 2.474 0.5436 -0.2199 0.1278 -0.9728
C 1.496 -2.354 1.047 0.1579 0.5971 -0.2104 -0.5284
C 0.408 -1.609 0.246 0.0601 0.2023 -0.4244 2.0309
C -0.999 -1.397 0.847 -0.3092 -0.0458 -0.1640 0.8304
C -1.207 -1.756 2.323 -0.4708 -0.3512 0.0836 -1.1773
H 2.218 0.163 3.126 -0.5479 -0.0154 -0.3766 0.5373
H 1.275 -2.417 3.256 0.0810 0.5231 -0.2473 0.2720
H 1.333 0.168 1.586 0.3362 -0.1420 0.3970 -0.5736
H -0.538 -2.578 2.583 -0.3405 0.1864 0.0596 -0.0273
H -1.803 -0.498 4.040 0.2313 0.4552 -0.5674 0.4359
H 0.226 0.945 3.996 -0.2056 -0.4553 -0.2136 0.4675
H -2.230 -2.150 2.418 0.3171 0.2055 0.0536 0.5072
H -1.342 -0.359 0.685 0.4688 -0.4915 0.1257 -1.4776
H 0.834 -0.630 -0.070 -0.1764 -0.4596 0.3560 -1.3935
H -1.755 -1.981 0.300 0.2428 0.0128 -0.0595 0.8967
H 2.834 -1.882 2.670 -0.5934 0.0347 -0.1316 0.6320
H 2.443 -2.221 0.490 -0.2723 0.1144 0.0372 0.6571
P 1.126 -4.087 0.823 -0.0956 -0.5746 0.2908 1.1088
C 0.274 -4.700 2.279 -0.0972 -0.8005 0.0284 -1.5300
C 2.605 -5.088 0.575 0.0508 0.0185 0.1881 -1.3745
P 0.218 -2.445 -1.406 1.0208 2.9366 -0.2573 0.9498
C 0.108 -4.159 -0.669 -0.1731 -1.0092 0.6206 -1.6636
C 1.739 -2.562 -2.362 0.1313 -0.2116 -0.4589 -1.4768
C -1.177 -2.266 -2.490 -0.8309 -0.8552 -0.5289 -1.2150
H -0.811 -4.635 2.139 0.2909 -0.0857 0.1197 0.5008
H 0.567 -4.172 3.193 -0.0379 -0.1522 -0.3157 0.4369
H 0.577 -5.746 2.390 -0.2755 0.0436 0.0654 0.4874
H 2.300 -6.141 0.623 0.2152 0.1975 -0.0305 0.4783
H 3.334 -4.870 1.371 -0.2174 -0.1475 -0.2316 0.4071
H 3.061 -4.881 -0.400 -0.1114 0.0091 0.2010 0.4038
H -1.576 -3.269 -2.715 -0.4013 -0.0190 -0.1802 0.4807
H -0.833 -1.813 -3.433 -0.0756 -0.0698 0.4666 0.3676
H -1.985 -1.663 -2.050 0.3329 -0.2250 -0.0960 0.2748
H -0.926 -4.411 -0.387 0.3103 0.1035 -0.1127 0.4846
H 0.498 -4.939 -1.340 -0.2383 0.2668 0.1277 0.6384
H 1.588 -1.969 -3.272 0.1771 -0.1267 0.2692 0.3953
H 1.931 -3.600 -2.661 0.1416 -0.1280 -0.0223 0.4441
H 2.625 -2.184 -1.839 -0.3189 0.0262 -0.0381 0.3676
F -4.506 2.782 -0.929 0.0155 -0.7767 0.9240 -0.2239
C -4.501 2.061 0.236 -0.7033 1.1703 0.1359 0.6011
F -4.246 2.965 1.243 -0.2340 -0.9657 -0.7396 -0.2552
F -5.735 1.578 0.428 0.6580 0.2126 -0.1283 -0.2489
C -3.426 0.945 0.242 0.5530 0.1654 -0.4500 0.1175
O -3.645 -0.102 0.821 0.2787 0.8966 -0.5335 -0.5589
O -2.349 1.318 -0.422 -3.0830 -0.9918 1.9565 0.1052

(2)
71
Properties=species:S:1:pos:R:3:forces:R:3:mulliken_charge:R:1 method="wB97M-V/def2-TZVPD" total_charge=0 smiles="Cc1cc(CCF)cc2c1C(=O)C=CC2=O.CCN(CC)CC.CCN(CC)CC" multiplicity=1 homo_ev=-7.974 relative_energy_kcal_mol=5.3
C 1.106 -1.063 -0.811 -0.0234 -0.5194 0.4325 -1.3653
C 1.665 -2.456 -0.990 -0.6362 0.5848 0.1285 0.9017
C 2.959 -2.746 -0.632 0.8390 1.2183 0.4410 -0.6158
C 3.524 -3.976 -0.766 1.1203 -1.2893 0.2491 0.7604
C 4.964 -4.251 -0.392 -0.0309 0.6115 -0.5799 -1.0558
C 5.816 -4.589 -1.607 0.4986 0.1093 0.1306 -0.3632
F 5.399 -5.763 -2.217 -0.1107 -0.0379 -0.0801 -0.2867
C 2.767 -5.019 -1.261 0.1396 -0.6040 0.1229 -0.7085
C 1.488 -4.760 -1.635 -1.1300 -0.7345 -0.5952 0.8075
C 0.933 -3.498 -1.511 -1.2249 0.1837 -0.4574 0.5185
C -0.490 -3.333 -1.991 -0.1854 0.0853 0.1300 -0.2142
O -1.311 -2.617 -1.450 0.3547 -0.3151 -0.4805 -0.4345
C -0.833 -4.174 -3.186 0.0861 0.1710 -0.1967 -0.6408
C -0.302 -5.380 -3.298 0.5046 -0.3391 0.1544 -0.5596
C 0.630 -5.855 -2.222 0.0195 -0.3231 0.3029 0.0200
O 0.674 -7.006 -1.831 0.1193 0.6612 -0.5143 -0.5454
H 0.056 -1.124 -0.538 0.0184 0.1488 -0.1578 -0.0186
H 1.209 -0.491 -1.735 0.0403 0.1729 0.1397 0.3946
H 1.620 -0.593 0.029 0.1401 0.2664 -0.2898 0.3883
H 3.576 -1.947 -0.227 -0.0616 0.0340 0.0036 0.3555
H 5.056 -5.049 0.345 -0.0634 0.0837 0.0788 0.3519
H 5.379 -3.314 -0.007 0.1371 -0.2366 0.3065 0.3331
H 6.861 -4.742 -1.324 -0.0687 -0.0039 0.1345 0.3096
H 5.804 -3.785 -2.347 -0.2531 -0.0754 -0.0447 0.3150
H 3.146 -6.026 -1.362 0.1264 0.0199 0.0591 0.5370
H -1.484 -3.817 -3.977 -0.2230 0.2858 0.3972 0.4266
H -0.492 -6.017 -4.154 -0.1253 -0.1824 0.1986 0.3885
C -5.001 0.193 3.721 -0.0022 -0.0281 0.0242 -1.4480
C -4.490 0.481 2.317 -0.1525 -0.1548 0.0652 -0.3347
N -3.045 0.435 2.201 0.2745 0.1546 -0.0111 0.1884
C -2.558 0.940 0.929 -0.1122 0.2037 -0.2427 -0.1566
C -2.929 0.168 -0.342 0.2026 -0.0096 -0.0698 -1.2182
C -2.409 -0.787 2.667 -0.0697 -0.2242 0.2711 -0.6991
C -2.820 -2.109 2.005 0.1730 -0.0823 -0.0352 -0.6811
H -4.575 0.890 4.444 0.0585 -0.0333 -0.0102 0.3313
H -6.086 0.303 3.745 0.0067 0.0109 -0.0172 0.4413
H -4.773 -0.824 4.041 0.0025 0.0146 0.0094 0.2979
H -4.822 1.487 2.044 0.1313 0.0084 -0.1249 0.4399
H -4.985 -0.211 1.618 -0.0610 0.0184 -0.0008 0.2479
H -1.467 1.031 0.977 0.0022 -0.1163 0.1203 0.0728
H -2.921 1.967 0.818 -0.1018 -0.0262 0.1186 0.1969
H -2.336 -0.737 -0.449 -0.1359 -0.0437 -0.0169 0.1559
H -2.724 0.787 -1.219 -0.0054 0.0221 0.0215 0.4117
H -3.986 -0.100 -0.376 -0.0005 0.0043 0.0398 0.3520
H -2.591 -0.875 3.742 -0.0859 0.0696 -0.0211 0.3742
H -1.325 -0.671 2.588 -0.0262 0.1350 -0.1425 0.3436
H -3.898 -2.178 1.847 -0.0036 0.0358 0.0149 0.2371
H -2.531 -2.946 2.645 -0.0121 0.0207 0.0207 0.4143
H -2.322 -2.258 1.048 -0.1070 0.0103 -0.0573 -0.0046
C 2.271 6.781 -0.485 0.0328 -0.0139 -0.0021 -1.4320
C 0.940 6.285 0.061 0.2088 0.0186 0.1045 -0.2933
N 0.364 5.195 -0.705 -0.1913 -0.0964 -0.1513 0.1162
C -1.006 4.891 -0.324 -0.2468 0.1233 0.0295 -0.7511
C -1.258 4.357 1.091 -0.0787 -0.0465 -0.0055 -0.6428
C 1.223 4.041 -0.910 0.3149 -0.0240 -0.0845 -0.7263
C 1.753 3.306 0.330 -0.0051 -0.1747 -0.0472 -0.7141
H 2.173 7.104 -1.523 -0.0068 -0.0659 -0.0142 0.3339
H 2.612 7.635 0.103 -0.0211 -0.0017 0.0030 0.4314
H 3.049 6.019 -0.429 -0.0015 0.0120 -0.0142 0.2976
H 0.240 7.124 0.039 -0.1383 -0.1170 0.0051 0.4401
H 1.076 6.020 1.121 0.0083 0.0566 0.0305 0.2460
H -1.423 4.183 -1.047 0.1321 -0.0455 -0.0267 0.3545
H -1.596 5.804 -0.451 0.1229 0.0742 -0.0037 0.3726
H -0.975 3.311 1.182 0.0698 0.0236 0.0845 -0.1006
H -2.324 4.417 1.320 0.0055 0.0038 -0.0099 0.3860
H -0.731 4.929 1.855 0.0240 0.0197 -0.0335 0.3637
H 2.082 4.360 -1.507 -0.0194 0.0959 0.0466 0.3608
H 0.701 3.326 -1.552 -0.1692 0.0727 0.0613 0.3303
H 2.080 3.992 1.112 -0.0168 0.0257 -0.0167 0.2727
H 2.614 2.693 0.053 0.0024 0.0249 -0.0151 0.3430
H 1.008 2.632 0.751 -0.0094 0.0688 0.0900 0.0483

(3)
72
Properties=species:S:1:pos:R:3:forces:R:3:mulliken_charge:R:1 method="wB97M-V/def2-TZVPD" total_charge=+2 multiplicity=3 homo_ev="-13.192 / -13.192" s2=2.145 relative_energy_kcal_mol=18.7
Mo 0.490 2.216 0.723 2.7590 -5.1867 1.3713 0.0668
C 2.429 0.079 -0.049 -0.9622 -0.0174 0.1718 1.7335
C 1.961 1.135 -0.910 0.8901 0.8336 -0.1627 0.5048
C 2.780 2.081 1.061 0.6749 -0.6811 -0.0336 0.4026
C 2.784 0.636 1.201 1.0972 1.7052 0.2068 0.5025
C 2.352 2.384 -0.275 -0.5992 -0.7799 -0.7614 0.4031
C 2.678 -1.336 -0.432 -0.0440 0.0133 -0.1891 -1.8837
H 2.301 -1.553 -1.429 -0.0276 -0.0907 0.1524 0.5476
H 2.276 -2.077 0.268 0.2281 0.4257 -0.1050 0.3019
H 3.762 -1.506 -0.468 -0.0006 0.1815 0.1206 0.5083
C 3.447 -0.092 2.334 -0.7255 0.0632 0.2506 -1.5941
H 2.819 -0.935 2.648 0.1889 0.0260 0.0499 0.3716
H 3.611 0.563 3.205 -0.0723 -0.2672 -0.3532 0.4793
H 4.424 -0.513 2.040 -0.3542 0.2102 -0.0997 0.3323
C 3.496 3.092 1.903 0.0251 0.1875 0.4555 -1.4955
H 4.122 3.736 1.264 -0.1683 -0.3030 0.2933 0.2807
H 4.131 2.619 2.659 -0.0659 0.0198 -0.2444 0.4030
H 2.833 3.758 2.468 -0.0434 -0.0781 -0.1535 0.3265
C 2.481 3.726 -0.868 0.5402 0.9697 -0.5108 -1.3749
H 3.532 4.037 -0.747 -0.3375 0.1344 -0.4023 0.3809
H 1.885 4.480 -0.334 0.1358 -0.0128 0.0165 0.2865
H 2.179 3.782 -1.921 0.2248 -0.1373 0.2473 0.4082
C 1.730 0.966 -2.385 -0.3649 0.1984 -0.2538 -1.6717
H 2.281 1.753 -2.918 -0.1805 -0.2786 -0.0010 0.4432
H 0.668 1.049 -2.657 0.2974 -0.0819 0.0121 0.1664
H 2.086 -0.010 -2.748 -0.1312 0.4164 0.1977 0.4417
C -0.501 -5.296 -0.062 0.2298 -1.2765 -0.5001 -0.2256
C -0.746 -5.781 -1.317 -0.2251 1.5512 1.2106 -0.4828
C -1.635 -5.150 -2.381 0.7280 -0.1474 0.8205 -0.7563
C -2.300 -3.864 -1.794 -1.4136 -0.8204 -0.1577 -1.2279
C -1.432 -2.665 -1.896 0.7119 0.2584 -0.5798 -0.2415
C -0.408 -2.359 -1.099 -0.4361 2.7937 0.9608 0.1324
C -0.261 -2.689 0.366 0.4830 -1.7120 -0.2532 0.7370
C -0.913 -4.032 0.762 0.0339 -0.6995 0.7494 -1.4900
H -2.312 -5.945 -2.734 -0.2666 0.5980 0.2927 0.4261
H -2.626 -4.086 -0.754 0.2374 0.1545 -1.0268 0.3676
H -1.004 -4.941 -3.250 -0.1000 0.2786 -0.0374 0.4087
H -2.000 -3.892 0.907 0.4913 -0.2585 -0.2504 0.4704
H 0.094 -6.044 0.529 -0.4277 1.0991 -0.3903 0.2705
H -0.259 -6.714 -1.594 -0.1272 0.0942 0.1393 0.3925
H -0.557 -4.269 1.779 -0.1328 0.1851 -0.2699 0.5317
H 0.801 -2.823 0.582 -0.1228 -0.0304 0.0824 -0.1273
H 0.167 -1.420 -1.334 -0.5784 -0.9182 -0.1988 -0.1949
H -0.586 -1.870 1.050 -0.0865 -0.3384 -0.6385 -0.1391
H -3.223 -3.635 -2.338 0.0563 -0.2056 -0.0791 0.4369
H -1.602 -2.004 -2.773 0.4416 -0.8258 0.2735 0.6856
P -2.107 0.575 -0.124 -2.5234 -1.8352 -0.9448 0.7986
C -3.520 -0.472 0.594 0.7305 -0.2723 0.3507 -1.2556
C -2.946 0.514 -1.835 0.6548 0.1693 0.0241 -1.2212
P -1.226 3.240 -0.371 -3.1182 0.3126 0.0148 0.6595
C -2.617 2.188 0.483 1.6503 0.9150 -0.2705 -1.1557
C -1.828 3.658 -2.001 0.0289 0.5326 -0.4830 -1.1838
C -1.212 4.574 0.857 0.2797 0.7640 -1.6123 -1.3419
H -3.277 -0.815 1.598 0.0204 -0.0668 0.0722 0.4175
H -3.694 -1.350 -0.035 0.3029 0.0616 0.0552 0.3051
H -4.480 0.055 0.652 0.4106 0.3446 -0.1812 0.4576
H -3.999 0.825 -1.797 0.2671 -0.0108 0.4008 0.4334
H -2.922 -0.526 -2.184 0.0995 0.3580 0.2003 0.2516
H -2.463 1.138 -2.586 0.0321 -0.3084 0.0002 0.2072
H -2.282 4.776 0.908 0.1517 0.3608 0.9740 0.4857
H -0.674 5.453 0.453 -0.1474 -0.3302 0.6398 0.3896
H -0.750 4.137 1.761 -0.4230 0.6033 0.2412 0.5931
H -2.420 2.150 1.567 0.1081 0.3174 -0.1646 0.3908
H -3.631 2.553 0.353 -0.1569 0.1390 -0.3807 0.6908
H -1.306 4.557 -2.376 -0.2374 -0.4266 0.0856 0.4663
H -2.902 3.873 -1.892 0.3030 -0.0535 -0.2906 0.4493
H -1.660 2.806 -2.688 -0.0781 0.6951 0.3984 0.2698
N 0.390 1.541 2.556 0.4886 0.0163 0.3059 -0.3801
C 0.577 0.825 3.512 -3.1150 0.4739 1.0946 0.4312
N 0.172 0.268 4.568 1.3055 0.5753 -1.8918 -0.4457
C 0.960 -0.312 5.452 1.2938 -1.2649 2.2273 0.4258
N 1.583 -0.820 6.295 -0.8085 0.6799 -1.2879 -0.3842